[1]
C13H18BF10N2O8S3Ta | ωB97M-V/def2-TZVPD

Values from the calculation:
total energy: -3492.38757 Ha
net charge: +2
energy above the lowest of the compared OMol25 structures with the same formula, charge and spin: 2.87 kcal/mol

```
56
Properties=species:S:1:pos:R:3:forces:R:3:nbo_charge:R:1
Ta -0.149 -0.326 0.071 0.80 -0.24 -0.57 2.48
C 1.502 -3.234 1.082 -0.01 -0.01 -0.02 -0.25
O 1.738 -1.909 0.514 -0.08 0.02 -0.01 -0.59
C 2.800 -1.252 1.221 -0.01 0.01 0.04 -0.11
C 2.144 -0.446 2.305 0.07 -0.02 -0.01 -0.07
O 1.182 0.429 1.615 -0.22 -0.04 -0.15 -0.61
C 1.257 1.859 1.892 0.07 0.06 -0.02 -0.08
C 1.231 2.550 0.558 -0.10 -0.03 0.02 -0.09
O 0.159 1.952 -0.194 -0.02 0.07 0.08 -0.59
C -0.108 2.713 -1.401 0.04 -0.09 0.00 -0.25
H 2.350 -3.860 0.815 0.00 0.00 0.01 0.22
H 1.393 -3.160 2.163 0.00 -0.02 0.00 0.19
H 0.597 -3.636 0.650 0.01 0.00 -0.01 0.23
H 3.490 -1.985 1.637 0.00 0.00 -0.02 0.24
H 3.340 -0.620 0.518 0.01 0.01 0.02 0.23
H 1.570 -1.059 2.999 0.02 0.01 0.02 0.23
H 2.845 0.180 2.852 -0.01 0.00 0.00 0.23
H 0.411 2.123 2.522 0.00 0.00 -0.01 0.24
H 2.193 2.066 2.406 -0.03 0.00 0.03 0.23
H 1.029 3.614 0.688 0.02 0.00 -0.01 0.24
H 2.163 2.410 0.006 0.01 0.02 0.01 0.22
H -0.585 3.649 -1.114 0.01 0.01 -0.01 0.22
H 0.831 2.903 -1.919 -0.03 0.02 0.00 0.22
H -0.761 2.121 -2.031 0.00 0.01 -0.01 0.22
F 2.387 0.133 -4.834 0.03 -0.03 -0.03 -0.26
C 1.918 0.612 -3.711 0.14 -0.06 -0.01 0.76
F 0.590 0.691 -3.763 -0.11 -0.01 0.02 -0.31
F 2.418 1.812 -3.463 0.03 0.07 0.00 -0.29
S 2.393 -0.499 -2.308 -0.26 -0.07 0.13 2.26
O 1.567 0.094 -1.192 -0.28 0.05 -0.10 -1.01
O 3.786 -0.385 -2.112 0.08 0.03 0.09 -0.83
N 1.930 -1.926 -2.706 -0.21 0.18 0.06 -1.18
S 0.617 -2.650 -2.265 0.01 0.20 -0.03 2.25
O 0.819 -3.924 -1.690 -0.01 -0.02 -0.01 -0.83
O -0.279 -1.709 -1.496 0.19 -0.20 0.20 -0.97
C -0.358 -2.886 -3.828 -0.03 -0.04 0.09 0.78
F -0.592 -1.706 -4.380 0.01 0.03 0.00 -0.29
F 0.348 -3.642 -4.633 -0.01 0.00 -0.01 -0.26
F -1.492 -3.467 -3.495 0.01 0.01 -0.04 -0.28
O -1.687 0.154 -1.051 -0.01 0.05 0.03 -0.58
N -2.781 0.888 -0.745 0.04 0.02 -0.04 0.00
C -3.646 1.146 -1.754 -0.08 0.04 0.00 0.05
C -4.779 1.855 -1.481 0.01 -0.01 -0.01 -0.23
C -5.014 2.285 -0.168 0.01 -0.01 0.00 -0.09
C -4.118 1.991 0.833 0.04 -0.03 -0.02 -0.22
C -2.965 1.258 0.536 -0.04 0.02 0.02 0.06
S -1.808 0.711 1.672 -0.01 0.07 0.10 -0.01
H -3.370 0.758 -2.723 0.04 -0.02 0.01 0.26
H -5.475 2.066 -2.279 0.00 0.00 0.00 0.27
H -5.909 2.847 0.063 0.00 0.00 0.00 0.26
H -4.285 2.297 1.855 0.00 0.00 0.00 0.27
F -2.822 -2.580 -0.274 -0.06 0.01 -0.10 -0.50
B -3.446 -2.784 0.878 0.02 0.00 0.01 1.47
F -4.214 -1.822 1.348 -0.02 0.03 0.00 -0.49
F -3.261 -3.897 1.535 -0.01 -0.02 0.03 -0.47
F -0.663 -1.725 1.167 -0.09 -0.11 0.20 -0.56
```
Positions in Å, forces in eV/Å.

=====

[2]
C13H18Cl2ErN2O | ωB97M-V/def2-TZVPD

Values from the calculation:
spin multiplicity: 4
total energy: -2626.36219 Ha
net charge: -1
expectation value of S²: 3.75
energy above the lowest of the compared OMol25 structures with the same formula, charge and spin: 40.47 kcal/mol

```
37
Properties=species:S:1:pos:R:3:forces:R:3:lowdin_charge:R:1
Er 1.391 -0.117 -0.808 1.06 -1.14 3.16 0.56
Cl 0.424 -2.515 -1.060 -0.48 -0.89 0.82 -0.06
Cl 1.700 2.339 0.084 0.28 0.19 0.48 -0.12
C 3.295 -0.528 -1.495 0.97 0.19 -0.92 -0.45
H 3.693 0.473 -1.821 0.22 -0.34 0.38 -0.12
H 3.169 -1.085 -2.462 0.31 -0.18 0.51 -0.12
C -0.255 1.273 -2.075 -2.68 2.16 0.62 -0.25
C 0.725 0.741 -2.738 3.19 0.47 -2.76 -0.33
H -0.124 1.972 -1.223 0.12 0.11 -1.20 0.01
C 0.596 -0.565 -3.449 -1.27 -0.61 -1.63 -0.27
H 1.786 1.174 -2.767 -1.17 -0.67 0.90 0.13
C -0.580 -0.352 -4.417 -0.11 0.62 0.04 -0.19
H 1.477 -0.981 -3.968 -0.19 0.81 0.33 0.12
H 0.266 -1.380 -2.773 0.37 0.63 -0.38 -0.05
C -1.861 0.041 -3.644 -0.11 -0.54 -0.17 -0.19
H -0.280 0.497 -5.063 -0.32 -0.50 -0.09 0.12
H -0.779 -1.240 -5.019 0.03 0.08 -0.12 0.10
C -1.661 1.052 -2.495 -0.83 -0.45 -0.52 -0.18
H -2.591 0.432 -4.372 0.12 -0.11 0.31 0.10
H -2.320 -0.858 -3.194 0.31 0.15 -0.36 0.11
H -2.040 2.031 -2.856 0.16 -0.27 0.55 0.12
H -2.274 0.713 -1.661 -0.21 0.33 0.15 0.11
N 0.160 0.553 6.419 0.10 0.08 0.12 0.15
C 0.558 0.949 5.166 0.27 0.56 -0.29 -0.49
O 1.276 1.926 4.993 -0.62 -0.86 0.23 0.06
C 0.014 0.135 4.021 -0.09 -0.01 -0.70 -0.11
C -1.042 -0.784 4.136 0.26 0.03 -0.18 -0.03
C -1.473 -1.478 3.006 0.23 0.23 -0.25 -0.05
C -0.828 -1.236 1.783 0.33 0.18 0.37 -0.15
N 0.190 -0.360 1.651 -0.35 0.04 0.81 0.00
C 0.569 0.344 2.742 -0.23 -0.41 -0.23 -0.06
H 0.605 1.017 7.197 -0.01 -0.02 -0.16 0.11
H -0.194 -0.372 6.588 0.06 0.03 -0.09 0.08
H -1.533 -0.947 5.097 0.09 0.01 -0.29 0.10
H -2.288 -2.206 3.043 0.30 0.34 0.06 0.10
H -1.104 -1.768 0.869 0.11 0.09 0.31 0.04
H 1.335 1.107 2.562 -0.22 -0.32 0.21 0.08
```
Positions in Å, forces in eV/Å.

=====

[3]
C13H18Cl2F7MnN5O4S4 | ωB97M-V/def2-TZVPD

Values from the calculation:
spin multiplicity: 2
total energy: -5443.53011 Ha
net charge: +2
expectation value of S²: 0.79
energy above the lowest of the compared OMol25 structures with the same formula, charge and spin: 25.74 kcal/mol

```
54
Properties=species:S:1:pos:R:3:forces:R:3:nbo_charge:R:1
Mn -0.235 -0.428 0.472 0.15 0.15 -0.89 1.00
Cl 1.308 2.269 3.085 -0.09 -0.06 -0.03 0.03
C 0.111 1.428 4.038 -0.16 -0.02 -0.24 -0.36
Cl -0.980 0.327 3.067 -0.04 0.16 0.15 -0.05
H -0.557 2.142 4.494 -0.09 0.09 0.09 0.24
H 0.588 0.787 4.760 0.16 -0.15 0.09 0.26
F -1.636 -0.745 -0.583 -0.03 0.22 0.18 -0.58
C -0.894 -4.870 -2.814 0.04 0.08 0.02 -0.67
C -0.695 -3.440 -3.190 0.04 -0.11 0.19 0.35
C -1.042 -2.889 -4.403 -0.05 -0.01 -0.09 -0.27
C -0.761 -1.550 -4.651 0.17 0.22 0.07 0.35
N -0.151 -0.786 -3.708 -0.19 0.02 -0.38 -0.42
C 0.152 -1.332 -2.573 0.06 0.12 0.20 0.31
S 1.058 -0.396 -1.371 -0.23 -0.18 0.29 0.27
N -0.097 -2.625 -2.294 -0.24 -0.29 -0.21 -0.50
C -1.076 -0.904 -5.957 0.02 -0.03 0.09 -0.67
H -1.722 -5.300 -3.371 0.00 0.01 0.00 0.26
H -1.076 -4.978 -1.744 0.00 0.01 -0.04 0.25
H 0.009 -5.434 -3.061 -0.02 0.02 0.01 0.27
H -1.521 -3.503 -5.152 -0.01 0.01 0.01 0.26
H 0.157 -3.000 -1.380 0.18 -0.09 0.22 0.47
H -1.997 -1.298 -6.386 0.04 0.00 0.03 0.25
H -0.266 -1.125 -6.659 -0.01 0.01 0.03 0.27
H -1.136 0.175 -5.844 0.00 -0.02 0.01 0.26
S -0.221 1.750 -0.108 0.04 -0.39 -0.04 0.20
C -1.861 2.322 0.249 0.13 0.16 0.38 0.37
N -1.945 3.614 0.509 -0.06 0.09 0.04 -0.54
C -3.214 4.297 0.844 0.09 -0.11 -0.07 -0.22
C -4.186 3.283 1.417 0.08 -0.02 0.06 -0.43
C -4.279 2.083 0.496 0.10 -0.06 -0.03 -0.22
N -2.924 1.556 0.240 -0.09 0.04 -0.05 -0.54
H -1.091 4.154 0.500 -0.03 -0.01 0.05 0.44
H -3.613 4.772 -0.052 0.02 -0.01 -0.05 0.23
H -2.983 5.073 1.566 0.04 0.07 0.05 0.24
H -5.169 3.737 1.525 -0.02 0.02 0.01 0.26
H -3.855 2.967 2.410 -0.01 0.00 -0.04 0.23
H -4.738 2.353 -0.455 -0.01 0.00 -0.05 0.22
H -4.863 1.281 0.939 0.00 -0.05 0.02 0.24
H -2.805 0.601 -0.067 -0.02 -0.18 -0.04 0.45
F 4.554 -1.856 2.622 0.13 0.08 0.15 -0.27
C 3.586 -2.302 1.868 -0.05 -0.08 -0.20 0.78
F 3.749 -1.894 0.619 -0.03 -0.01 0.01 -0.29
F 3.529 -3.618 1.903 -0.01 -0.01 0.03 -0.28
S 1.955 -1.614 2.524 -0.19 0.03 0.04 2.21
O 1.478 -0.799 1.356 -0.20 0.45 0.15 -0.95
O 2.220 -0.912 3.725 0.00 0.00 -0.07 -0.84
N 0.990 -2.831 2.724 0.14 -0.18 -0.03 -1.16
S 0.055 -3.220 1.538 0.45 -0.02 0.01 2.20
O -0.958 -2.162 1.318 0.17 0.05 -0.26 -0.94
O 0.698 -3.646 0.317 -0.11 0.00 0.01 -0.94
C -0.837 -4.682 2.228 0.07 0.26 0.07 0.80
F -1.580 -5.151 1.243 -0.18 -0.14 -0.09 -0.29
F 0.059 -5.564 2.601 -0.05 -0.07 0.03 -0.27
F -1.583 -4.293 3.235 -0.09 -0.09 0.11 -0.27
```
Positions in Å, forces in eV/Å.

=====

[4]
C13H18ClIIrN2O2P | ωB97M-V/def2-TZVPD

Values from the calculation:
spin multiplicity: 5
total energy: -1969.01729 Ha
net charge: +2
expectation value of S²: 6.02
energy above the lowest of the compared OMol25 structures with the same formula, charge and spin: 0.00 kcal/mol

```
39
Properties=species:S:1:pos:R:3:forces:R:3:nbo_charge:R:1
C 2.498 1.073 -1.309 -0.82 1.60 -1.03 -0.77
C 2.245 -0.403 -1.500 1.19 -0.53 -0.49 0.48
H 2.426 1.565 -2.290 0.10 -0.14 -0.04 0.27
H 3.430 1.459 -0.861 -0.30 -0.87 0.01 0.31
H 1.658 1.546 -0.726 0.62 -0.41 -0.07 0.20
O 2.388 -1.151 -2.403 -0.22 1.11 0.65 -0.41
I 0.517 -5.011 -0.977 -0.13 -0.27 -0.17 0.01
Ir 0.288 0.147 0.504 -1.24 2.69 0.29 0.61
P 2.090 -1.008 1.188 1.72 -4.34 1.98 1.07
C 2.392 -2.704 0.469 -0.36 0.41 -0.20 -0.95
C 3.824 -0.449 1.126 0.20 0.99 0.28 -0.95
H 1.508 -0.532 3.482 0.11 -0.41 0.12 0.25
H 2.651 -1.935 3.566 -0.57 0.44 -0.94 0.28
H 0.924 -2.173 3.069 0.54 0.48 -0.26 0.26
C 1.793 -1.479 3.000 0.06 0.41 -0.02 -0.93
H 3.887 0.483 1.697 0.31 0.00 -0.10 0.26
H 4.452 -1.206 1.628 -0.53 0.22 -0.06 0.28
H 3.373 -3.083 0.828 -0.73 0.21 -0.01 0.27
H 2.438 -2.642 -0.631 -0.03 -0.21 0.51 0.26
H 4.255 -0.294 0.125 -0.39 -0.16 0.40 0.26
H 1.567 -3.373 0.773 0.48 0.24 0.02 0.25
C -0.382 -1.115 -0.730 -3.53 -3.64 -2.55 0.55
O -1.138 -1.773 -1.346 3.50 2.81 2.42 -0.37
Cl -0.244 1.345 2.462 0.61 -0.77 -0.95 -0.32
N -2.132 2.764 -1.815 0.55 0.23 -0.01 -0.46
C -0.916 2.318 -1.415 -2.79 -0.23 -0.42 0.28
N -1.132 1.405 -0.467 -0.10 -0.63 1.02 -0.50
C -2.503 1.233 -0.258 1.09 1.00 -1.61 0.08
C -3.174 0.262 0.497 -0.29 -0.03 0.04 -0.08
C -4.566 0.201 0.265 -0.68 0.00 0.33 -0.19
C -5.268 1.142 -0.545 0.14 -0.58 0.49 -0.11
C -4.555 2.135 -1.260 0.43 0.76 -0.21 -0.12
C -3.162 2.106 -1.151 0.20 -0.66 0.57 0.14
H -2.276 3.491 -2.489 0.03 0.30 -0.38 0.46
H -0.017 2.564 -1.971 -0.03 0.06 0.59 0.26
H -2.558 -0.373 1.168 -1.03 0.22 -0.46 0.25
H -5.155 -0.584 0.765 0.38 0.55 -0.23 0.27
H -6.389 1.115 -0.616 1.41 -0.10 0.10 0.28
H -5.037 2.935 -1.852 0.08 -0.76 0.37 0.27
```
Positions in Å, forces in eV/Å.

=====

[5]
C13H18LuNO4PSi | ωB97M-V/def2-TZVPD

Values from the calculation:
total energy: -2726.95070 Ha
net charge: +3

```
39
Properties=species:S:1:pos:R:3:forces:R:3:nbo_charge:R:1
C 4.635 -0.707 0.747 -0.88 0.20 -0.62 -1.11
Si 2.757 -0.590 0.660 1.82 -0.21 0.97 1.84
C 1.921 -2.115 1.364 -0.16 0.18 -0.18 -1.14
C 2.263 0.869 1.780 -0.72 0.18 -0.50 -1.09
O 2.349 -0.303 -0.986 -0.63 0.39 0.71 -0.79
C 1.024 0.076 -1.103 -0.82 -0.15 -0.17 -0.07
C 0.582 0.195 -2.569 1.49 -1.29 -0.65 -0.25
N -0.808 0.680 -2.695 -0.56 0.42 -0.10 -0.48
C -1.104 1.998 -2.235 0.44 -0.01 0.16 0.64
O -0.951 3.028 -2.811 -0.08 -0.79 0.94 -0.34
C -1.727 1.742 -0.830 -1.32 -1.62 0.19 -0.08
C -1.912 2.528 0.307 -0.23 0.07 -0.06 -0.13
C -2.486 1.933 1.444 0.10 0.25 0.53 -0.12
C -2.888 0.572 1.541 0.01 0.65 -0.28 -0.18
C -2.729 -0.280 0.444 -0.78 0.71 -2.43 -0.53
P -3.113 -2.139 0.364 2.38 -1.31 -0.24 1.45
O -1.973 -2.732 -0.332 0.32 0.12 -0.39 -0.99
C -2.144 0.351 -0.772 -0.80 0.43 -0.07 -0.40
C -1.794 -0.203 -2.224 1.34 0.13 0.51 0.66
O -2.237 -1.148 -2.807 -0.96 0.21 0.76 -0.41
H 5.029 0.039 0.046 0.13 -0.13 0.14 0.26
H 4.956 -1.700 0.423 0.16 0.11 0.19 0.27
H 4.978 -0.459 1.754 0.05 -0.22 -0.09 0.26
H 2.251 -2.992 0.797 -0.31 0.01 0.02 0.27
H 2.243 -2.271 2.401 0.16 0.20 -0.17 0.28
H 0.825 -2.050 1.413 0.14 -0.21 -0.24 0.21
H 2.511 0.670 2.825 0.08 -0.17 -0.18 0.27
H 1.162 0.973 1.720 0.18 0.11 0.13 0.18
H 2.725 1.818 1.491 -0.01 -0.14 -0.04 0.26
H 0.384 -0.711 -0.633 -0.15 0.33 -0.01 0.17
H 0.798 1.038 -0.591 0.19 -0.09 0.02 0.15
H 0.610 -0.812 -3.003 -0.07 0.21 -0.10 0.26
H 1.306 0.774 -3.149 -0.46 0.33 0.00 0.28
H -1.592 3.568 0.292 -0.13 -0.04 0.21 0.31
H -2.599 2.559 2.327 -0.04 -0.09 -0.04 0.30
H -3.298 0.188 2.472 0.07 0.16 0.00 0.30
H -3.145 -2.645 1.684 -1.00 0.64 0.08 0.07
H -4.284 -2.407 -0.426 -0.60 0.81 0.52 -0.03
Lu -4.526 0.666 -1.131 1.67 -0.36 0.47 2.44
```
Positions in Å, forces in eV/Å.

=====

[6]
C13H18N2O5 | ωB97M-V/def2-TZVPD

Values from the calculation:
total energy: -991.88585 Ha
SMILES: C[C@@H](O)[C@H](N)C(=O)N[C@@H](Cc1ccc(O)cc1)C(=O)O
energy above the lowest of the compared OMol25 structures with the same formula, charge and spin: 37.73 kcal/mol

```
38
Properties=species:S:1:pos:R:3:forces:R:3:nbo_charge:R:1
C 1.071 -2.260 2.417 1.38 -0.12 -0.19 -0.63
C -0.311 -2.370 1.885 -0.81 1.04 -0.67 0.08
O -0.968 -3.573 2.126 0.31 -0.23 0.20 -0.71
C -1.119 -1.207 2.564 -1.06 0.12 0.67 -0.18
N -1.648 -1.672 3.912 0.48 0.31 -2.60 -0.88
C -2.403 -0.698 1.765 2.98 0.21 -0.58 0.71
O -3.481 -0.549 2.270 -0.38 -0.32 0.04 -0.58
N -2.120 -0.373 0.427 -2.75 -0.49 0.97 -0.63
C -0.919 0.206 -0.012 1.18 -0.78 -0.93 -0.15
C -0.617 -0.115 -1.495 -2.70 -1.58 0.71 -0.41
C 0.622 0.370 -2.007 4.80 2.50 -2.08 -0.11
C 1.807 -0.412 -2.253 -1.46 -0.25 0.86 -0.14
C 2.998 0.031 -2.793 -1.29 1.89 0.56 -0.32
C 3.020 1.433 -3.071 0.35 -1.66 -0.28 0.33
O 4.109 1.947 -3.642 1.69 0.14 -0.56 -0.66
C 1.976 2.309 -2.875 -0.44 -1.23 1.18 -0.30
C 0.802 1.752 -2.328 -0.94 -0.07 -0.56 -0.15
C -0.934 1.661 0.174 -0.02 1.30 0.90 0.79
O -1.843 2.399 -0.110 0.11 -0.15 -0.27 -0.59
O 0.186 2.089 0.782 0.03 0.87 -0.36 -0.67
H 1.052 -2.334 3.506 0.35 0.22 0.04 0.20
H 1.443 -1.285 2.043 0.12 -0.30 0.67 0.20
H 1.774 -3.010 2.015 -0.48 0.07 0.21 0.22
H -0.201 -2.190 0.798 -0.68 -0.43 0.35 0.17
H -1.132 -3.526 3.088 -0.42 -0.20 -0.29 0.49
H -0.396 -0.357 2.733 -0.96 -0.49 -0.42 0.20
H -0.940 -1.378 4.559 -0.66 0.39 0.85 0.37
H -2.589 -1.237 3.922 0.82 -0.23 0.99 0.41
H -2.940 0.096 0.042 0.09 -0.17 -0.13 0.41
H -0.109 -0.218 0.537 0.63 -0.02 0.49 0.23
H -1.463 0.264 -2.078 0.03 0.14 -0.02 0.23
H -0.722 -1.209 -1.564 0.27 0.20 -0.04 0.23
H 1.741 -1.431 -1.929 0.03 -0.66 -0.05 0.20
H 3.887 -0.606 -2.874 -0.46 0.30 -0.13 0.22
H 4.729 1.217 -3.803 -0.09 0.55 -0.01 0.48
H 2.222 3.360 -3.036 -0.71 -0.26 -0.12 0.24
H -0.092 2.397 -2.288 0.48 -0.20 0.29 0.21
H 0.138 3.066 0.723 0.17 -0.41 0.30 0.50
```
Positions in Å, forces in eV/Å.